Density functional theory data (ωB97M-V/def2-TZVPD) for a structure of composition C4H12O4Tl.

Values from the calculation:
Energy above the lowest of the compared OMol25 structures with the same formula, charge and spin, eV: 1.1301
Highest occupied orbital energy, eV: -22.6
HOMO-LUMO gap, eV: 3.6999
E_tot, eV: -17186.751
Charge: +3

Geometry (Å):
Tl1 -2.50 1.11 -0.21
C1 1.33 1.57 -0.83
C2 1.19 1.94 0.64
O1 -0.07 2.55 0.94
O2 0.18 0.97 -1.34
H1 2.17 0.89 -0.97
H2 1.58 2.50 -1.34
H3 2.06 2.56 0.88
H4 1.30 1.06 1.27
H5 0.04 3.26 1.57
H6 0.16 0.92 -2.30
C3 -0.11 -1.73 0.73
C4 -1.06 -2.48 -0.27
O3 -1.57 -1.62 -1.24
O4 -0.70 -0.59 1.34
H7 0.69 -1.29 0.13
H8 0.34 -2.40 1.46
H9 -1.83 -3.06 0.23
H10 -0.48 -3.16 -0.88
H11 -1.81 -2.11 -2.03
H12 -0.91 -0.92 2.22

Results of the natural (NBO) charge analysis, in e, for atoms 1 through 4: Tl 1.080; C -0.119; C -0.129; O -0.543